1.
DFT (the ωB97M-V functional and the def2-TZVPD basis) results for a cluster of 2 separate species, CH2F2N2 in total.

Cartesian coordinates (Å):
C1 -0.413 -0.764 -0.004
N1 0.576 -1.527 -0.015
N2 -0.271 0.583 0.118
F1 -1.647 -1.122 -0.148
F2 2.334 0.837 -0.631
H1 0.543 0.890 0.641
H2 -1.122 1.103 0.039

Results
- molar mass (g/mol) = 80.0
- gap between HOMO and LUMO (spin up / spin down) (eV) = 5.57 / 5.41


2.
DFT (the ωB97M-V functional and the def2-TZVPD basis) results for a cluster of 2 separate species, CH2F2N2 in total.

Cartesian coordinates (Å):
C1 0.042 -1.083 -0.641
N1 0.134 1.204 0.894
N2 0.488 1.622 1.945
F1 0.931 -1.467 -1.484
F2 -0.914 -0.264 -1.138
H1 -0.223 -1.657 0.286
H2 -0.458 1.645 0.137

Results
- molar mass (g/mol) = 80.0
- gap between HOMO and LUMO (eV) = 5.78


Which structure above is the least stable one? 1 is the least stable one.